No. 1
Molecular formula: C21H39As3N2PdS3
Method: DFT, ωB97M-V with the def2-TZVPD basis set

Last column: natural (NBO) charge in e.
Positions of all 69 atoms, in Å:
H (-2.178, 1.782, 1.016)  0.188
N (1.359, -1.233, -1.792)  -0.507
S (3.203, 1.071, -1.650)  0.187
H (1.075, -0.951, -3.820)  0.226
C (1.607, -2.124, -0.829)  0.052
H (5.188, 3.761, -2.545)  0.258
C (-0.480, -0.346, 1.752)  -0.722
H (0.153, 2.529, 2.835)  0.252
H (-2.671, 2.724, -0.833)  0.251
C (-2.016, -0.706, -0.259)  -0.709
H (-1.996, -0.667, 5.913)  0.257
C (-4.565, -0.498, 4.065)  -0.957
H (3.742, 5.375, -1.525)  0.247
H (-4.916, -0.541, 5.096)  0.249
H (-1.398, -1.581, -0.486)  0.238
H (-0.488, 3.112, 1.276)  0.250
As (-1.478, 0.591, -1.624)  1.069
H (2.076, -5.988, -0.781)  0.393
H (-0.724, -1.018, 4.761)  0.221
H (1.902, -4.117, -0.216)  0.230
H (1.765, -1.734, 0.167)  0.200
C (-2.733, 2.066, -1.693)  -0.930
H (5.218, 3.727, -0.782)  0.251
H (-4.330, 0.536, 3.821)  0.210
H (-3.648, -1.637, 1.527)  0.233
H (2.826, -0.463, 1.672)  0.245
H (-0.480, -0.086, 2.812)  0.266
Pd (0.960, 0.860, -1.474)  0.449
S (1.213, -5.946, -4.233)  -0.014
C (2.431, 0.505, 1.973)  -0.933
H (3.175, 1.272, 1.767)  0.257
C (3.542, 2.725, -1.665)  -0.152
H (5.640, 2.276, -1.700)  0.252
C (-2.646, -1.545, 1.958)  -0.729
H (-2.130, -2.472, 1.690)  0.221
C (1.275, -3.034, -3.358)  -0.142
H (-1.743, 0.445, 4.570)  0.202
H (1.151, -3.369, -4.379)  0.271
C (2.488, 3.637, -1.643)  -0.161
C (-1.932, -0.375, 1.247)  -0.078
As (-3.048, -1.729, 3.918)  0.929
H (2.203, 0.492, 3.039)  0.253
H (-1.974, 0.273, -4.072)  0.258
H (-3.725, 1.617, -1.744)  0.256
H (-5.376, -0.850, 3.427)  0.236
C (1.536, -5.438, -2.710)  0.038
C (0.366, 2.664, 1.774)  -0.936
H (-3.046, -0.979, -0.500)  0.250
As (0.802, 0.935, 1.016)  1.088
H (1.231, 3.315, 1.657)  0.253
H (-0.017, -1.332, 1.666)  0.240
H (2.261, 5.607, -2.453)  0.262
H (-1.340, -1.238, -3.382)  0.245
C (1.502, -3.975, -2.355)  -0.016
H (-3.684, 0.907, 1.289)  0.236
H (-2.545, 2.634, -2.603)  0.262
C (1.216, -1.695, -3.047)  0.017
C (-1.999, -0.392, -3.211)  -0.933
H (1.870, -7.264, -1.915)  0.432
H (-2.563, 1.176, 2.618)  0.232
S (0.889, 3.082, -1.670)  0.206
C (-1.729, -0.608, 4.857)  -0.974
H (2.190, 5.540, -0.697)  0.252
H (-3.016, -0.757, -3.068)  0.253
C (2.686, 5.122, -1.574)  -0.670
C (-2.626, 0.947, 1.555)  -0.623
N (1.828, -6.278, -1.709)  -0.742
C (4.981, 3.140, -1.672)  -0.668
C (1.691, -3.482, -1.065)  -0.227

Relative energy (zero: lowest compared OMol25 entry of this formula, charge and spin)   5.20 kJ/mol
Charge   +2
Lowest unoccupied orbital energy (alpha / beta)   -7.90 / -7.90 eV
Gap between HOMO and LUMO (alpha / beta)   5.19 / 5.19 eV

---

No. 2
Molecular formula: C20H47ClN7O9P2
Method: DFT, ωB97M-V with the def2-TZVPD basis set

Last column: Mulliken charge in e.
Positions of all 86 atoms, in Å:
N (-0.398, -1.560, 5.669)  -0.487
O (-2.109, -5.806, 4.949)  -0.650
H (-1.672, -1.292, 0.747)  0.399
H (-1.435, -4.928, -1.180)  -0.479
H (0.352, -1.407, 6.407)  0.321
H (6.759, 5.314, -2.734)  0.271
N (2.596, 8.179, -2.263)  -0.115
H (1.276, 9.827, -2.376)  0.351
C (3.051, 0.737, -0.797)  -0.924
C (-1.942, -2.905, 2.029)  -0.201
H (-1.460, -5.465, -4.980)  0.380
H (1.424, -3.647, 3.523)  0.493
H (3.742, 0.518, 0.020)  0.282
C (0.288, -3.295, 3.621)  -0.371
H (2.544, 3.899, -4.377)  0.331
C (3.101, 9.726, -4.101)  -1.445
H (0.820, -4.779, -2.163)  0.215
H (-3.933, -5.965, 3.261)  0.172
H (-2.043, -5.529, -2.742)  0.374
C (3.367, 4.406, -3.870)  -1.044
N (-0.037, -4.862, -2.699)  -0.061
H (-4.812, -3.289, 2.215)  0.414
H (1.652, 9.215, -0.746)  0.298
H (-1.365, -0.831, 2.335)  0.511
C (-2.734, -3.393, 3.379)  -0.611
C (1.460, 8.930, -1.783)  -0.912
N (-5.642, -0.622, 2.968)  -0.653
H (-7.171, -2.219, 4.482)  0.392
H (3.959, 4.940, -4.618)  0.376
P (-2.659, -5.322, 3.513)  0.424
H (0.581, 8.283, -1.825)  0.290
H (5.093, 5.930, -2.861)  0.053
C (-1.180, -4.419, -4.826)  -1.382
N (1.865, -0.067, -0.613)  -0.012
O (-6.287, -4.839, 4.176)  -0.654
C (0.045, -4.341, -3.957)  0.885
C (2.068, -1.225, -2.769)  -1.010
H (-3.744, -0.882, 4.114)  0.237
O (0.946, -0.747, 3.757)  -0.529
O (-6.576, -2.418, 5.284)  -0.561
H (-0.209, -4.036, 4.380)  0.215
H (0.329, -2.635, 1.426)  0.073
C (-4.332, -2.924, 3.230)  -0.142
H (1.334, 0.045, 0.243)  0.140
H (2.760, 1.789, -0.756)  0.284
O (3.989, 2.191, -3.188)  -0.669
H (2.096, -0.299, -3.349)  0.348
C (4.230, 3.398, -3.161)  0.655
H (-0.895, -6.511, -1.800)  0.308
N (5.312, 3.863, -2.473)  -0.123
C (5.745, 5.234, -2.333)  -0.461
C (3.404, 8.476, -3.322)  0.874
H (-5.558, 0.253, 2.371)  0.296
H (1.547, -1.985, -3.354)  -0.064
O (1.095, -3.831, -4.346)  -0.709
H (3.175, 10.599, -3.446)  0.380
H (-0.250, -4.437, 1.701)  0.335
H (-5.076, -4.057, 6.837)  0.334
C (-3.379, -0.803, 1.826)  -1.006
H (5.754, 5.482, -1.270)  0.250
H (-2.003, -3.873, -4.356)  0.326
C (-4.277, -1.266, 3.120)  0.219
H (5.853, 3.136, -2.018)  0.232
H (-1.713, -5.828, 2.547)  0.092
P (-5.418, -3.574, 4.661)  0.791
O (4.341, 7.732, -3.610)  -0.645
C (-1.178, -5.494, -2.079)  0.040
H (-4.034, -0.934, 0.859)  0.378
H (2.949, 5.110, -3.145)  0.155
N (-2.000, -1.419, 1.751)  0.130
C (1.345, -0.992, -1.470)  0.852
H (-3.212, 0.372, 1.944)  0.383
H (-0.976, -3.968, -5.799)  0.323
C (0.322, -1.812, 4.328)  0.210
H (2.097, 9.661, -4.532)  0.366
O (-4.476, -4.170, 6.043)  -0.494
H (3.084, -1.577, -2.569)  0.400
H (2.851, 7.326, -1.779)  0.214
O (0.319, -1.602, -1.171)  -0.623
Cl (-2.604, -3.771, 0.491)  -0.329
H (-0.916, -0.640, 5.633)  0.267
C (-0.338, -3.324, 2.106)  -0.446
H (3.820, 9.841, -4.915)  0.310
H (3.543, 0.537, -1.750)  0.349
H (-2.362, -2.851, 4.375)  0.478
H (-5.880, -0.286, 3.948)  0.335

Charge   +1
Lowest unoccupied orbital energy   -3.28 eV
Gap between HOMO and LUMO   7.58 eV

---

No. 3
Molecular formula: C4H11N3
Method: DFT, ωB97M-V with the def2-TZVPD basis set

Last column: natural (NBO) charge in e.
Positions of all 18 atoms, in Å:
H (-1.569, 0.187, 2.453)  0.207
H (-0.743, 2.638, -1.542)  0.385
C (1.432, -1.811, -0.162)  0.014
H (0.243, -2.708, -1.527)  0.368
C (1.960, -0.840, -0.912)  -0.529
C (-0.155, 2.075, 0.314)  0.275
H (0.741, 2.683, 0.242)  0.168
N (0.654, -2.869, -0.619)  -0.814
H (-1.808, 1.604, -0.801)  0.382
H (1.783, -0.817, -1.982)  0.183
H (1.628, -1.804, 0.903)  0.193
C (-1.494, 0.547, 1.431)  -0.463
H (-0.043, -3.187, 0.042)  0.374
H (2.596, -0.098, -0.457)  0.211
H (-2.419, 1.093, 1.209)  0.174
N (-0.265, 1.317, 1.325)  -0.481
H (-1.446, -0.309, 0.749)  0.186
N (-1.095, 2.298, -0.666)  -0.833

SMILES   C/N=C\N.C=CN
Relative energy (zero: lowest compared OMol25 entry of this formula, charge and spin)   189.82 kJ/mol
Charge   0
Lowest unoccupied orbital energy   0.85 eV
Gap between HOMO and LUMO   9.12 eV

---

Which of these has the lowest charge? C4H11N3

---

The highest charge belongs to which entry? C21H39As3N2PdS3

---

The highest charge belongs to which entry? C21H39As3N2PdS3